The following is a DFT calculation (ωB97M-V/def2-TZVPD) of C5H10O as an isolated structure in a non-equilibrium geometry.

Values from the calculation:
**Frontier orbital gap**: 9.650 eV

Geometry (Å):
C (-1.63228, -0.22482, 0.89169)
C (-0.71973, -0.43430, -0.32727)
C (0.79528, -0.13341, -0.09530)
C (1.18330, 1.27126, 0.26757)
C (1.85271, -0.97937, -0.33211)
H (-1.88076, 0.88662, 1.13740)
H (-2.62487, -0.79991, 0.72014)
H (-1.25240, -0.82357, 1.85091)
H (-0.99078, -1.48232, -0.79326)
H (-1.87445, -0.02393, -2.02887)
H (1.07971, 1.19591, 1.61326)
H (2.35533, 1.58086, -0.20886)
H (0.25512, 2.04213, -0.37306)
H (2.88577, -0.64575, -0.29041)
H (1.64841, -2.00054, -0.63411)
O (-1.08037, 0.57112, -1.39773)

These are the natural (NBO) partial charges, in e, on atoms 1 to 6:
1 C -0.657
2 C 0.055
3 C -0.039
4 C -0.676
5 C -0.406
6 H 0.238